A cluster of 16 separate species, C44H92Cl8N4O16 in total at a distorted geometry. Source: the OMol25 dataset; level of theory: wB97M-V/def2-TZVPD.

Calculated values
- HOMO-LUMO gap (eV) = 9.24
- HOMO energy (eV) = -9.18
- electronic energy (eV) = -186005.2233
- LUMO (eV) = 0.062

The geometry in ORCA input format:
```
! RIJCOSX wB97M-V def2-TZVPD def2/J DEFGRID3
* xyz 0 1
H -5.958 0.097 -0.510
H -6.832 -1.302 -5.384
H 2.851 -3.141 2.305
H 6.061 -1.456 3.475
H 4.091 4.841 1.380
H 1.699 0.111 6.097
H 7.622 0.551 -5.667
C 2.512 1.478 4.725
H 6.307 -0.327 -6.531
Cl -2.797 -0.300 -0.021
C -1.382 -3.536 5.009
C -2.104 1.211 3.276
H 0.669 0.352 -4.670
C 4.383 4.122 -3.156
C -2.625 -2.500 -3.498
C -5.756 -1.088 -3.113
H 1.767 6.063 -2.369
H 6.177 2.090 -4.661
H 3.088 6.745 -3.338
H 5.400 4.355 -3.434
H 2.767 4.018 2.230
H 2.410 -0.807 2.441
H 2.305 1.332 -2.997
H 0.671 7.335 0.375
H 3.286 -5.415 -1.839
H 4.402 -4.161 -1.207
Cl -8.148 -0.180 1.434
H -1.630 6.883 0.375
H 0.435 3.541 1.591
C 3.360 -1.045 2.869
H 3.820 4.679 -5.191
H 1.457 0.520 -1.793
H 0.414 -2.031 0.514
H -1.777 4.296 0.594
O 1.046 5.580 1.434
H -3.073 -1.655 -2.948
H -4.547 -2.047 0.472
Cl 2.814 -1.931 -0.828
H -0.207 -1.165 -0.872
O -4.176 2.115 2.816
H -1.666 -1.350 1.808
H -6.022 -0.125 -3.550
C -4.495 -2.482 2.627
H 4.912 0.433 2.671
O -0.884 0.464 -3.275
C 3.565 -2.571 2.946
H 2.002 -4.103 -0.299
H -0.877 4.922 -0.712
H 1.485 -3.618 -1.887
C -7.017 -1.696 -2.493
H 1.036 -0.143 4.525
C 0.361 2.296 -2.537
H 2.960 3.201 -4.632
O -5.409 -1.990 -4.083
H 0.822 -7.985 0.618
H -7.190 1.855 1.652
O -1.584 -1.255 4.581
H 6.615 -1.656 -4.521
C -0.876 -6.685 0.911
H -6.075 0.545 1.946
N -1.060 -2.280 4.241
H -5.649 -4.683 1.517
H -5.466 1.751 -0.303
C -3.522 -4.397 1.798
O 2.251 4.973 -3.957
H 3.478 -2.898 3.968
C 2.667 5.860 -2.930
H -1.704 -6.188 0.354
O -0.761 -3.751 -2.862
C 3.390 4.175 -4.337
O 4.568 0.863 -4.593
Cl 3.844 -3.874 -3.485
H -1.874 -2.209 -4.204
O 0.281 1.400 5.620
C 0.275 6.725 1.251
C 2.344 -3.618 -1.221
H -4.844 -0.966 -2.487
C -1.135 6.211 1.023
H 1.323 2.459 7.045
H -0.565 -8.552 -0.274
C -4.830 -4.115 1.017
O -0.203 -2.413 3.376
H -8.612 -1.850 -3.989
C 4.616 -0.499 2.243
N -3.018 2.378 2.959
C 0.900 2.619 6.042
H -1.434 1.153 2.404
H -2.284 -3.441 5.553
H 3.619 5.343 2.991
C 1.407 0.579 5.198
C 0.454 4.383 0.876
C 3.793 5.143 -2.090
H -1.339 -7.206 1.784
C 6.618 0.136 -5.593
C -6.305 1.088 -0.224
H -2.794 0.359 3.274
O 4.972 3.654 4.072
H 5.271 1.885 -6.223
H 4.585 5.873 -1.831
H -4.695 -4.325 -0.019
H 4.394 3.149 -2.660
C -0.224 -1.258 0.181
C -0.878 4.872 0.394
N 4.591 3.494 2.926
H 0.120 3.374 6.113
H -5.262 -2.887 3.382
H 2.776 3.526 5.511
C 3.724 4.500 2.341
H -7.866 -3.464 -3.586
H 0.375 2.968 -3.372
O -2.397 -3.488 -1.448
Cl 0.476 -6.918 -1.557
C -6.612 -2.200 -4.826
O -3.329 -3.308 2.691
Cl -7.631 1.521 -1.368
H 0.584 2.893 -1.667
C 5.608 -1.583 2.483
H -3.377 -3.169 -3.872
C 3.525 -4.365 -1.812
H -1.910 2.114 -2.740
Cl 0.112 -5.439 1.667
Cl 0.427 0.281 0.848
H 6.369 -1.667 1.771
H -1.488 1.322 4.167
H 3.398 4.632 -1.209
C -5.075 -2.611 1.226
H -1.706 6.020 1.914
H -6.569 -3.058 -5.530
H -1.498 -4.423 4.424
H 4.440 -0.565 -3.161
O -2.479 3.466 2.906
H -0.531 -3.715 5.678
C 0.503 0.208 -3.601
H -1.062 1.282 -1.319
C 5.662 1.351 -5.321
H 6.919 -0.238 -3.524
H -2.613 -4.393 1.137
C 2.004 2.906 5.069
O 4.901 -2.766 2.466
C -0.958 1.575 -2.395
C -7.691 -2.384 -3.741
C -0.030 -7.670 0.062
H 0.354 7.383 2.159
H 3.297 -0.677 3.911
H -7.599 -0.934 -2.040
C -6.802 0.950 1.256
H -4.059 -1.538 2.815
H -6.169 -2.398 1.206
C -1.652 -1.469 0.738
C 1.301 1.099 -2.715
H 3.503 1.376 5.222
C 4.897 -0.513 -4.145
H -6.766 -2.437 -1.736
H -1.971 -2.493 0.541
H 1.095 4.012 0.070
H 1.700 3.480 4.187
H 2.615 1.283 3.641
H -3.526 -5.359 2.350
C 6.389 -0.629 -4.371
O 4.934 2.588 2.179
N -1.847 -3.281 -2.520
H 4.570 -0.341 1.171
H 0.671 -0.874 -3.417
H 4.319 -1.144 -4.818
*
```

---

An isolated molecule of C4H2N2O6 at a distorted geometry. Source: the OMol25 dataset; level of theory: wB97M-V/def2-TZVPD.

Calculated values
- HOMO-LUMO gap (spin up / spin down) (eV) = 7.10 / 6.76
- HOMO energy (spin up / spin down) (eV) = -7.83 / -11.31
- electronic energy (eV) = -19435.2050
- LUMO (spin up / spin down) (eV) = -0.729 / -4.554
- <S²> = 2.008

The geometry in ORCA input format:
```
! RIJCOSX wB97M-V def2-TZVPD def2/J DEFGRID3
* xyz 0 3
O 2.517 -1.254 0.331
C -0.654 -1.340 -0.689
C 0.481 0.190 0.667
O 0.567 -1.883 -0.534
O -1.776 1.637 0.703
C -0.826 -0.245 0.084
O 0.806 1.514 -1.270
H 0.719 0.302 1.663
O -2.979 0.124 -0.326
C 1.375 -1.034 0.206
N -1.946 0.551 0.160
O 1.970 1.929 0.470
H -1.385 -1.844 -1.329
N 1.132 1.353 -0.137
*
```

---

The ion C3H3Cl2N2 with charge +1 at a distorted geometry. Source: the OMol25 dataset; level of theory: wB97M-V/def2-TZVPD.

Calculated values
- HOMO-LUMO gap (spin up / spin down) (eV) = 7.49 / 7.66
- HOMO energy (spin up / spin down) (eV) = -13.94 / -14.33
- electronic energy (eV) = -31172.9531
- LUMO (spin up / spin down) (eV) = -6.449 / -6.673
- ΔE to the lowest compared entry with this formula, charge and spin (kJ/mol) = 447.1

The geometry in ORCA input format:
```
! RIJCOSX wB97M-V def2-TZVPD def2/J DEFGRID3
* xyz 1 1
C 1.624 0.090 0.446
H -1.314 1.589 -0.252
N -0.329 -1.419 0.132
H -0.668 -2.341 0.378
Cl 2.993 -0.570 -0.183
H 1.360 1.825 -0.214
Cl -2.846 -0.586 -0.109
N 0.817 1.000 -0.049
C -0.535 0.857 -0.148
C -1.103 -0.446 -0.001
*
```

---

An isolated molecule of C22H22ClFN6O2S2 at a distorted geometry. Source: the OMol25 dataset; level of theory: wB97M-V/def2-TZVPD.

Calculated values
- SMILES string = O=S(=O)(Nc1ncccn1)c1ccc(NC(=S)N2CCN(Cc3ccc(F)cc3Cl)CC2)cc1
- HOMO-LUMO gap (eV) = 8.60
- HOMO energy (eV) = -8.31
- electronic energy (eV) = -73117.4408
- LUMO (eV) = 0.289

The geometry in ORCA input format:
```
! RIJCOSX wB97M-V def2-TZVPD def2/J DEFGRID3
* xyz 0 1
C 0.787 3.474 -0.494
H 0.785 -2.766 4.212
C -0.900 1.344 -2.292
N 0.517 -2.405 -3.386
O -2.189 3.612 -2.756
S -1.490 2.917 -1.721
C 2.308 4.088 1.058
C -0.232 -1.227 3.153
C 1.226 -2.605 -0.635
C 0.614 0.003 -3.559
C 1.295 0.517 4.670
H 0.755 -2.556 -4.357
C 0.211 -3.563 -2.688
H 1.644 -1.859 -1.309
N 0.866 2.176 -0.207
C 1.696 1.838 0.763
H -0.141 4.810 -1.681
C -0.168 -4.534 -0.475
H 0.298 2.095 3.633
N -0.061 3.820 -1.502
H -1.861 -3.320 0.090
H 3.116 2.481 2.258
C -1.111 -1.032 -2.230
N 1.487 4.446 0.089
H -0.779 -5.225 -1.057
H 0.624 2.150 -3.543
C 0.681 -1.700 4.091
H 1.449 -0.089 -4.238
C -1.556 0.216 -1.841
C 1.455 -0.845 4.852
Cl -1.424 0.851 1.799
C 0.442 -1.918 0.479
H -2.404 0.333 -1.185
H 2.861 4.895 1.523
H 1.143 -1.345 1.090
H -1.632 -1.921 -1.912
C 0.008 -1.151 -3.057
O -2.142 2.751 -0.458
C 0.399 1.029 3.752
F 2.041 1.374 5.394
C 2.454 2.768 1.459
H -1.877 -1.695 1.878
H 1.751 0.780 0.981
H -0.285 -1.217 0.043
H 2.047 -3.180 -0.186
H -1.418 -4.570 1.274
H 2.164 -1.214 5.575
H -1.422 -2.987 3.016
C -0.358 0.153 2.985
C -1.012 -3.827 0.584
N -0.204 -2.890 1.348
C -1.029 -2.215 2.348
C 0.157 1.250 -3.177
S -0.288 -4.902 -3.513
H 0.640 -5.091 0.010
N 0.392 -3.539 -1.356
*
```

---

An isolated molecule of C2H3N5O at a distorted geometry. Source: the OMol25 dataset; level of theory: wB97M-V/def2-TZVPD.

Calculated values
- SMILES string = [H]/N=c1\onnn1N=C
- HOMO-LUMO gap (eV) = 10.66
- HOMO energy (eV) = -10.17
- electronic energy (eV) = -11614.8361
- LUMO (eV) = 0.492
- ΔE to the lowest compared entry with this formula, charge and spin (kJ/mol) = 578.3

The geometry in ORCA input format:
```
! RIJCOSX wB97M-V def2-TZVPD def2/J DEFGRID3
* xyz 0 1
H 3.000 -0.605 -0.562
N -0.471 1.751 0.125
H -1.124 2.441 -0.368
C 2.002 -0.243 -0.169
N -1.093 -1.691 0.153
C -0.788 0.562 0.091
N -0.142 -0.715 0.493
O -2.198 0.124 -0.035
N -2.230 -1.308 -0.185
H 1.825 0.890 0.437
N 1.218 -1.206 0.019
*
```

---

An isolated molecule of C24H24FNO2S. Source: the OMol25 dataset; level of theory: wB97M-V/def2-TZVPD.

Calculated values
- SMILES string = CCc1ccc(OCCNC(=O)c2ccccc2SCc2ccc(F)cc2)cc1
- HOMO-LUMO gap (eV) = 8.78
- HOMO energy (eV) = -8.18
- electronic energy (eV) = -44416.1825
- LUMO (eV) = 0.599
- ΔE to the lowest compared entry with this formula, charge and spin (kJ/mol) = 0.0

The geometry in ORCA input format:
```
! RIJCOSX wB97M-V def2-TZVPD def2/J DEFGRID3
* xyz 0 1
H 1.112 -2.878 1.043
C 0.014 1.234 -1.600
H -0.001 -2.390 2.358
H 4.176 3.105 -3.468
H -0.408 0.220 2.501
C -4.126 -4.579 1.802
O -1.241 0.732 -1.784
C -3.499 -2.490 0.770
H 3.148 0.351 -2.511
C -4.467 -3.344 1.285
N -3.441 -0.800 -0.935
C 1.240 -0.810 1.603
H 5.352 3.979 -2.479
C 3.264 0.468 1.355
H 4.775 1.803 -1.427
H -5.494 -3.011 1.274
O -4.747 -0.473 0.881
H 4.291 0.558 1.040
C 2.355 0.936 -2.066
C -2.328 1.369 -1.148
C 1.053 0.494 -2.162
H -2.167 1.406 -0.063
S -0.887 -1.778 0.224
C 1.310 1.477 2.356
C -3.579 0.539 -1.450
H -2.516 -5.934 2.213
H -0.466 3.001 -0.467
C -1.818 -4.123 1.329
H 3.650 4.451 -2.457
C 2.558 -0.707 1.181
C 4.073 2.637 -1.358
H 1.842 3.762 -0.316
H 0.809 -0.423 -2.674
C 0.475 -2.082 1.427
H 3.041 -1.554 0.718
C 0.312 2.410 -0.924
C 2.627 1.545 1.941
C -2.797 -4.969 1.818
H -2.461 2.391 -1.529
H -2.708 -1.353 -1.351
H -4.446 0.991 -0.964
H -3.735 0.492 -2.531
F 3.309 2.697 2.111
C 4.331 3.605 -2.514
H -0.786 -4.439 1.344
H 4.245 3.155 -0.413
C 1.625 2.842 -0.839
H 0.842 2.339 2.805
C 0.622 0.292 2.184
C -3.946 -1.153 0.270
H -4.890 -5.235 2.192
C 2.663 2.121 -1.408
C -2.156 -2.878 0.813
*
```

---

An isolated molecule of C18H27N3O3. Source: the OMol25 dataset; level of theory: wB97M-V/def2-TZVPD.

Calculated values
- SMILES string = CCCN(CCC)C(=O)N[C@@H]1CC(=O)N(c2ccc(OC)cc2)C1
- HOMO-LUMO gap (eV) = 8.78
- HOMO energy (eV) = -8.07
- electronic energy (eV) = -29718.2178
- LUMO (eV) = 0.715
- ΔE to the lowest compared entry with this formula, charge and spin (kJ/mol) = 111.0

The geometry in ORCA input format:
```
! RIJCOSX wB97M-V def2-TZVPD def2/J DEFGRID3
* xyz 0 1
H -0.962 2.745 0.035
H -0.244 0.425 -1.933
C -2.885 -0.667 1.096
C -1.742 -2.573 2.734
C -1.476 -2.585 1.382
C -0.327 -1.507 -2.681
C -2.588 -1.613 3.288
N 2.184 1.042 -1.962
N -1.748 -1.627 -0.829
C 1.673 -0.117 -2.476
H 3.799 2.259 -2.453
H -0.668 -3.314 -1.503
C 0.898 1.644 0.091
H 0.387 3.645 0.729
C -3.651 -0.770 5.243
C -2.514 -1.092 -1.823
H 1.762 1.550 0.751
C -2.046 -1.628 0.542
N 0.302 -0.225 -2.473
H 1.979 2.956 -1.236
C 4.611 2.279 0.049
C -1.766 -1.300 -3.135
H -0.395 2.365 1.659
H -3.285 0.256 5.136
C -0.534 -2.238 -1.343
H -4.664 -0.839 4.835
O -3.585 -0.545 -1.696
C -0.077 2.664 0.663
H 0.302 -2.070 -3.372
C 1.374 2.051 -1.313
H 5.206 2.054 0.932
C 3.615 1.247 -2.078
H 5.379 0.610 -1.038
H -1.305 -3.312 3.388
O 2.373 -0.990 -2.957
O -2.784 -1.696 4.635
H -3.343 0.073 0.461
H -2.159 -2.190 -3.628
H -0.830 -3.350 0.982
H -3.818 0.099 2.840
H 5.143 3.028 -0.535
H -3.670 -1.035 6.299
C -3.158 -0.660 2.452
H 3.881 0.259 -0.187
H 3.669 2.709 0.380
H 0.303 -2.080 -0.660
C 4.400 1.016 -0.778
H 0.510 2.301 -1.941
H -1.894 -0.449 -3.801
H 0.416 0.664 0.059
H 3.951 0.529 -2.829
*
```

---

The ion C7H13N4 with charge +1 at a distorted geometry. Source: the OMol25 dataset; level of theory: wB97M-V/def2-TZVPD.

Calculated values
- SMILES string = [H]/N=C(/C=[NH2+])N1N[C@H](C)C=C1C
- HOMO-LUMO gap (spin up / spin down) (eV) = 5.85 / 5.85
- HOMO energy (spin up / spin down) (eV) = -11.36 / -11.36
- electronic energy (eV) = -13420.2052
- LUMO (spin up / spin down) (eV) = -5.505 / -5.507
- ΔE to the lowest compared entry with this formula, charge and spin (kJ/mol) = 433.0

The geometry in ORCA input format:
```
! RIJCOSX wB97M-V def2-TZVPD def2/J DEFGRID3
* xyz 1 1
C -1.623 -0.672 0.208
N 2.255 -2.045 0.777
N -0.272 -0.970 -0.306
H 1.251 -2.210 0.909
C -2.741 -1.234 -0.774
H -0.207 -1.281 -1.195
H -0.382 2.984 1.341
H 2.999 -2.583 1.288
H -2.485 1.293 0.699
C 2.631 -0.893 0.191
H -0.094 3.412 -0.285
C 1.784 0.117 -0.372
C -1.577 0.760 0.514
H -2.858 -0.808 -1.832
H 3.695 -0.575 0.070
C -0.342 1.260 0.207
H -1.820 -1.246 1.098
N 0.452 0.198 -0.066
H -3.811 -1.314 -0.375
N 2.488 0.998 -0.914
H -2.615 -2.263 -1.077
C 0.108 2.585 0.530
H 1.143 2.703 0.703
H 2.023 1.785 -1.339
*
```